# 1
{"formula": "C5H6O", "method": "ωB97M-V with the def2-TZVPD basis set", "elements": ["C", "C", "C", "O", "C", "C", "H", "H", "H", "H", "H", "H"], "positions_angstrom": [[-1.208, -0.304, 0.745], [0.251, 0.036, 0.439], [1.038, -1.178, -0.054], [0.538, -2.243, -0.308], [0.360, 1.066, -0.603], [0.406, 1.850, -1.516], [-1.713, 0.565, 1.177], [-1.727, -0.589, -0.173], [-1.267, -1.140, 1.447], [0.761, 0.394, 1.346], [2.127, -1.006, -0.178], [0.434, 2.548, -2.323]], "energy_ev": -7327.449, "smiles": "C#C[C@@H](C)C=O", "e_homo_ev": -9.87, "fmax_ev_per_a": 0.554, "relative_energy_ev": 1.836}

***

# 2
{"formula": "C5H6O", "method": "ωB97M-V with the def2-TZVPD basis set", "elements": ["O", "C", "C", "C", "C", "C", "H", "H", "H", "H", "H", "H"], "positions_angstrom": [[0.823, 2.001, 1.132], [0.571, 1.069, 0.382], [0.809, 0.597, -1.008], [-0.579, 0.470, -0.465], [-0.372, -1.527, 0.479], [-0.266, -0.242, 0.933], [0.957, 1.398, -1.734], [1.411, -0.299, -1.209], [-1.574, 0.518, -0.892], [0.166, -1.866, -0.401], [-1.000, -2.262, 0.984], [-0.788, 0.082, 1.827]], "energy_ev": -7324.236, "e_homo_ev": -8.10, "fmax_ev_per_a": 0.474, "relative_energy_ev": 5.049}

***

# 3
{"formula": "C5H6O", "method": "ωB97M-V with the def2-TZVPD basis set", "elements": ["C", "C", "C", "O", "C", "C", "H", "H", "H", "H", "H", "H"], "positions_angstrom": [[-0.205, 0.307, -1.229], [-0.838, 0.430, 0.169], [-0.248, -0.957, 0.559], [0.291, -0.524, 1.821], [0.505, 0.592, 0.918], [0.858, -0.308, -0.310], [0.052, 1.188, -1.823], [-0.747, -0.416, -1.849], [-1.800, 0.859, 0.456], [-0.701, -1.947, 0.474], [0.981, 1.468, 1.359], [1.853, -0.691, -0.546]], "energy_ev": -7325.619, "e_homo_ev": -9.42, "fmax_ev_per_a": 0.569, "relative_energy_ev": 3.666}

***

# 4
{"formula": "C5H6O", "method": "ωB97M-V with the def2-TZVPD basis set", "elements": ["C", "C", "C", "O", "C", "C", "H", "H", "H", "H", "H", "H"], "positions_angstrom": [[-0.302, -1.821, -0.565], [-0.374, -0.963, 0.665], [-0.454, 0.463, 0.552], [-1.613, -0.191, 0.837], [0.119, 1.591, 0.300], [0.915, 2.539, -0.118], [0.743, -2.009, -0.835], [-0.789, -1.313, -1.403], [-0.795, -2.782, -0.396], [1.069, 2.668, -1.186], [0.015, -1.374, 1.595], [1.466, 3.193, 0.553]], "energy_ev": -7326.268, "smiles": "C=C=C1O[C@H]1C", "e_homo_ev": -9.04, "fmax_ev_per_a": 0.388, "relative_energy_ev": 3.017}

***

# 5
{"formula": "C5H6O", "method": "ωB97M-V with the def2-TZVPD basis set", "elements": ["C", "C", "O", "C", "C", "C", "H", "H", "H", "H", "H", "H"], "positions_angstrom": [[-1.069, 1.053, 0.032], [-0.093, -0.081, 0.234], [-0.368, -0.757, 1.398], [0.452, -0.786, -0.945], [1.479, -0.131, -0.110], [2.450, 0.124, 0.678], [-2.056, 0.590, -0.121], [-0.840, 1.646, -0.856], [-1.141, 1.696, 0.910], [0.294, -0.288, -1.899], [0.433, -1.871, -0.974], [0.459, -1.193, 1.652]], "energy_ev": -7324.766, "e_homo_ev": -9.94, "fmax_ev_per_a": 0.978, "relative_energy_ev": 4.519}

***

# 6
{"formula": "C5H6O", "method": "ωB97M-V with the def2-TZVPD basis set", "elements": ["C", "C", "O", "C", "C", "C", "H", "H", "H", "H", "H", "H"], "positions_angstrom": [[-0.986, 0.424, 0.592], [-0.555, -0.891, -0.114], [-0.566, -0.170, -1.366], [-0.034, 0.905, -0.537], [1.312, 0.329, -0.056], [0.954, -0.932, 0.183], [-2.023, 0.715, 0.405], [-0.706, 0.548, 1.643], [-1.147, -1.805, -0.103], [-0.112, 1.834, -1.092], [2.274, 0.819, 0.058], [1.556, -1.803, 0.400]], "energy_ev": -7326.829, "e_homo_ev": -9.33, "fmax_ev_per_a": 0.611, "relative_energy_ev": 2.455}

***

# 7
{"formula": "C5H6O", "method": "ωB97M-V with the def2-TZVPD basis set", "elements": ["C", "C", "O", "C", "C", "C", "H", "H", "H", "H", "H", "H"], "positions_angstrom": [[-0.660, -1.536, -1.228], [0.199, -0.718, -0.281], [1.106, -1.227, 0.355], [-0.203, 0.677, -0.087], [0.267, 1.358, 1.053], [0.649, 1.540, 2.244], [-0.048, -2.287, -1.733], [-1.195, -0.926, -1.961], [-1.404, -2.065, -0.620], [-0.838, 1.195, -0.798], [0.680, 2.040, 0.219], [1.449, 1.947, 2.836]], "energy_ev": -7324.380, "e_homo_ev": [-8.32, -8.56], "fmax_ev_per_a": 0.757, "relative_energy_ev": 4.904}

***

# 8
{"formula": "C5H6O", "method": "ωB97M-V with the def2-TZVPD basis set", "elements": ["C", "C", "C", "C", "C", "O", "H", "H", "H", "H", "H", "H"], "positions_angstrom": [[-2.107, 0.138, 0.175], [-0.668, -0.301, -0.004], [0.406, 0.700, 0.035], [1.603, 0.100, -0.105], [2.521, -0.821, 0.011], [-0.426, -1.485, -0.195], [-2.235, 1.200, 0.399], [-2.544, -0.463, 0.978], [-2.650, -0.107, -0.743], [0.250, 1.761, 0.182], [2.739, 0.545, 0.055], [3.110, -1.266, -0.788]], "energy_ev": -7325.227, "e_homo_ev": -8.48, "fmax_ev_per_a": 0.511, "relative_energy_ev": 4.058}